A gas-phase ion, C15H26Cl2N2O3PS2 (charge -1). Source: OMol25; level of theory: the ωB97M-V functional and the def2-TZVPD basis.

HOMO, eV: -5.18
2S+1: 1
Total charge: -1
LUMO energy, eV: 2.24
SMILES: C=CN(P(O)Cl)[C@](CCCCl)(CCCSC(=S)N(CC)CC)C(=O)[O-]

Last column: natural (NBO) charge in e.
Cartesian coordinates (Å):
1 C 0.6202 -1.2800 2.7848  -0.4195
2 C 1.2127 -1.6954 1.6463  -0.0203
3 N 0.7129 -1.3618 0.3388  -0.8212
4 P 0.0005 -2.7163 -0.4842  1.3491
5 O 1.1340 -3.8972 -0.4991  -0.9872
6 Cl -1.3114 -3.3587 1.0556  -0.4020
7 C 1.7532 -0.6597 -0.4880  0.0390
8 C 3.1545 -1.2874 -0.3680  -0.4227
9 C 4.1742 -0.6827 -1.3481  -0.4282
10 C 5.5902 -0.6718 -0.8137  -0.3462
11 Cl 5.8056 0.3322 0.6595  -0.1084
12 C 1.8612 0.7824 0.0739  -0.4072
13 C 0.5452 1.5897 0.1620  -0.4166
14 C 0.2240 2.0826 1.5705  -0.4922
15 S -1.4979 2.6361 1.8203  0.1515
16 C -2.5210 1.3139 1.0972  -0.0630
17 S -2.9947 0.0881 2.0371  0.0413
18 N -2.8158 1.5100 -0.2507  -0.5213
19 C -3.9959 2.3488 -0.5260  -0.2076
20 C -5.1296 2.3186 0.4948  -0.6359
21 C -2.7329 0.3019 -1.0860  -0.2185
22 C -3.9630 -0.6381 -1.1105  -0.6472
23 C 1.3242 -0.6718 -1.9945  0.7403
24 O 0.5126 0.1946 -2.3565  -0.7478
25 O 1.8164 -1.5784 -2.6926  -0.7557
26 H -0.4516 -1.3482 2.9246  0.2196
27 H 1.1983 -0.8786 3.6126  0.1957
28 H 2.0759 -2.3520 1.7564  0.1662
29 H 1.6901 -3.8964 0.2902  0.4775
30 H 3.0971 -2.3649 -0.5188  0.2167
31 H 3.5610 -1.1320 0.6341  0.1965
32 H 4.1882 -1.3502 -2.2108  0.2515
33 H 3.8772 0.2979 -1.7088  0.2153
34 H 6.2375 -0.2213 -1.5648  0.2059
35 H 5.9786 -1.6756 -0.6578  0.2008
36 H 2.3048 0.6676 1.0691  0.1914
37 H 2.5789 1.3576 -0.5053  0.2129
38 H 0.6517 2.4491 -0.4978  0.2114
39 H -0.2597 0.9977 -0.2424  0.2421
40 H 0.7804 3.0034 1.7632  0.2134
41 H 0.5257 1.3780 2.3432  0.2118
42 H -4.3797 2.0473 -1.4980  0.2049
43 H -3.6596 3.3843 -0.6312  0.1992
44 H -5.3613 1.3235 0.8666  0.2197
45 H -6.0303 2.6840 -0.0043  0.2075
46 H -4.9400 2.9703 1.3464  0.2098
47 H -2.5482 0.6514 -2.1006  0.2128
48 H -1.8570 -0.2753 -0.8176  0.2348
49 H -3.7067 -1.5809 -0.6289  0.2256
50 H -4.8344 -0.2425 -0.5975  0.2019
51 H -4.1963 -0.8938 -2.1443  0.2024

***

4 unconnected molecules or ions with the total composition C15H26FN2O3. Source: OMol25; level of theory: the ωB97M-V functional and the def2-TZVPD basis.

HOMO, eV: -12.00
2S+1: 1
Total charge: +1
LUMO energy, eV: -5.26

Last column: natural (NBO) charge in e.
Cartesian coordinates (Å):
1 C -0.4277 -2.5562 -0.9444  -0.6535
2 C 0.4437 -2.9303 0.4043  -0.4835
3 C 0.6277 -1.6590 1.4356  0.3025
4 C 0.6772 -0.0722 0.9047  -0.1695
5 C 0.8308 0.9696 2.1613  -0.1753
6 C 0.9041 0.4522 3.7029  0.5569
7 F 1.0322 1.3760 4.8930  -0.2852
8 N 0.8582 -1.0028 3.9706  -0.1604
9 N 0.7294 -1.8486 2.9209  -0.2999
10 H -1.1734 -1.6684 -0.7044  0.2293
11 H 0.2934 -2.2798 -1.8513  0.2349
12 H -1.1197 -3.4779 -1.2415  0.3005
13 H 1.4969 -3.3546 0.1179  0.2720
14 H -0.1288 -3.8017 0.9787  0.2550
15 H 0.6034 0.2249 -0.2282  0.3190
16 H 0.8909 2.1324 1.9464  0.2964
17 H 0.6782 -2.8776 3.2037  0.4495
18 C -4.6314 -4.0931 0.6814  -0.7191
19 C -4.2778 -4.6495 -0.6720  0.6103
20 O -3.1182 -4.6434 -1.0818  -0.5826
21 C -5.3979 -5.2137 -1.5044  -0.7240
22 H -3.7241 -3.7210 1.1689  0.2191
23 H -5.3340 -3.2635 0.5699  0.2396
24 H -5.0660 -4.8791 1.3042  0.2411
25 H -6.1348 -4.4340 -1.7132  0.2388
26 H -5.8667 -6.0496 -0.9790  0.2399
27 H -4.9951 -5.5789 -2.4551  0.2430
28 C -1.7683 4.8313 0.2478  -0.7254
29 C -0.8229 3.8480 -0.3891  0.6030
30 O -1.1522 2.6788 -0.5819  -0.5892
31 C 0.5408 4.3507 -0.7808  -0.7222
32 H -2.7140 4.3288 0.4772  0.2384
33 H -1.3388 5.2102 1.1785  0.2342
34 H -1.9682 5.6548 -0.4424  0.2442
35 H 1.0732 4.7083 0.1041  0.2409
36 H 0.4438 5.1529 -1.5167  0.2449
37 H 1.1146 3.5321 -1.2282  0.2332
38 C 3.8702 1.6619 -1.8491  -0.7202
39 C 4.4252 2.8487 -1.1076  0.5990
40 O 3.6875 3.6293 -0.5084  -0.5631
41 C 5.9178 3.0433 -1.1279  -0.7235
42 H 2.7798 1.6485 -1.7478  0.2182
43 H 4.1221 1.7357 -2.9100  0.2448
44 H 4.2723 0.7381 -1.4257  0.2291
45 H 6.2609 3.1787 -2.1567  0.2401
46 H 6.4111 2.1810 -0.6724  0.2340
47 H 6.1747 3.9388 -0.5520  0.2448

***

C15H26N4O2S in the gas phase. Source: OMol25; level of theory: the ωB97M-V functional and the def2-TZVPD basis.

HOMO, eV: -8.35
2S+1: 1
Relative energy (zero: lowest compared OMol25 entry of this formula, charge and spin), kcal per mole: 1.8
LUMO energy, eV: 0.56
SMILES: COCCn1c(SCC(=O)NC2CCCC2)nnc1C(C)C

Last column: natural (NBO) charge in e.
Cartesian coordinates (Å):
1 C 0.3349 -2.0190 2.7973  -0.2461
2 O -0.2096 -2.0125 1.5034  -0.5450
3 C -1.5995 -1.8192 1.4783  -0.0652
4 C -2.0749 -1.9211 0.0246  -0.2318
5 N -1.4543 -0.9209 -0.7987  -0.3858
6 C -0.2036 -1.0347 -1.3431  0.1988
7 S 0.7161 -2.5025 -1.3121  0.2994
8 C 2.2308 -1.9552 -2.1691  -0.6030
9 C 3.1422 -1.1946 -1.2043  0.6641
10 O 4.0783 -1.7306 -0.6469  -0.6334
11 N 2.8001 0.0939 -1.0694  -0.6492
12 C 3.3958 0.9588 -0.0738  -0.0508
13 C 3.0839 2.4154 -0.4054  -0.4097
14 C 1.6493 2.6284 0.1010  -0.4255
15 C 1.4122 1.5508 1.1777  -0.4160
16 C 2.7264 0.7724 1.2932  -0.4093
17 N 0.1439 0.0858 -1.9217  -0.3781
18 N -0.8708 0.9540 -1.7638  -0.2874
19 C -1.8244 0.3703 -1.0984  0.3454
20 C -3.1247 1.0528 -0.8360  -0.2656
21 C -4.2524 0.4055 -1.6452  -0.5949
22 C -3.4824 1.1458 0.6478  -0.6005
23 H -0.1181 -2.8051 3.4134  0.1669
24 H 0.1922 -1.0512 3.2943  0.1689
25 H 1.3979 -2.2174 2.6811  0.2069
26 H -2.1115 -2.5902 2.0757  0.1750
27 H -1.8506 -0.8332 1.9005  0.1731
28 H -3.1594 -1.8159 -0.0189  0.2208
29 H -1.7850 -2.8999 -0.3682  0.2292
30 H 1.9297 -1.3489 -3.0210  0.2496
31 H 2.7207 -2.8734 -2.4895  0.2540
32 H 1.9269 0.4059 -1.4929  0.4364
33 H 4.4649 0.7327 -0.0377  0.2243
34 H 3.7794 3.0595 0.1334  0.2072
35 H 3.1806 2.6193 -1.4702  0.2175
36 H 0.9346 2.5088 -0.7131  0.2253
37 H 1.5239 3.6322 0.5051  0.2078
38 H 0.6095 0.8810 0.8683  0.1995
39 H 1.1259 1.9887 2.1339  0.2065
40 H 3.3642 1.2032 2.0655  0.2021
41 H 2.5723 -0.2809 1.5193  0.2174
42 H -2.9735 2.0690 -1.2155  0.2414
43 H -4.4612 -0.6066 -1.3049  0.1928
44 H -3.9851 0.3667 -2.6984  0.2226
45 H -5.1614 0.9929 -1.5411  0.2146
46 H -2.6392 1.5283 1.2190  0.2184
47 H -4.3173 1.8310 0.7753  0.2184
48 H -3.7774 0.1799 1.0509  0.1931

***

A molecular structure, C15H26N5O5STc. Source: OMol25; level of theory: the ωB97M-V functional and the def2-TZVPD basis.

<S²>: 0.781
HOMO (spin up / spin down), eV: -18.25 / -18.26
2S+1: 2
Relative energy (zero: lowest compared OMol25 entry of this formula, charge and spin), kcal per mole: 0.0
Total charge: +3
LUMO energy (spin up / spin down), eV: -12.38 / -11.96

Last column: Löwdin spin population.
Cartesian coordinates (Å):
1 Tc 0.1225 0.0787 0.2641  0.8648
2 C 1.8020 -2.0921 -0.9146  0.0024
3 C 1.1329 -1.5054 -2.1353  0.0021
4 N 0.5564 -0.1538 -1.8263  0.0206
5 C -0.6515 0.1567 -2.6706  0.0010
6 C -1.8411 -0.7159 -2.2865  0.0028
7 S -1.8622 -1.0987 -0.4952  -0.0032
8 C -1.2979 -2.8494 -0.4197  0.0018
9 C -0.0977 -3.0156 0.4950  -0.0001
10 N 0.9426 -1.9575 0.3103  -0.0005
11 H 2.0547 -3.1405 -1.0860  0.0003
12 H 2.7336 -1.5668 -0.7035  0.0004
13 H 1.8444 -1.4232 -2.9573  0.0004
14 H 0.3244 -2.1411 -2.4870  0.0000
15 H 1.2429 0.5617 -2.0667  0.0054
16 H -0.8807 1.2066 -2.5207  0.0000
17 H -0.3950 0.0053 -3.7204  -0.0003
18 H -2.7759 -0.1991 -2.4991  -0.0002
19 H -1.8755 -1.6730 -2.8061  0.0002
20 H -2.1388 -3.4256 -0.0353  -0.0004
21 H -1.1128 -3.1864 -1.4366  0.0002
22 H -0.4109 -2.9737 1.5380  -0.0001
23 H 0.3393 -4.0031 0.3295  -0.0001
24 H 1.5775 -2.0358 1.1030  0.0009
25 O -4.1486 3.3475 4.0999  0.0003
26 C -3.2074 3.2495 3.1588  0.0000
27 O -2.9176 4.1508 2.4400  -0.0007
28 C -2.4769 1.9424 2.9824  0.0044
29 C -2.4798 0.7491 3.6781  0.0181
30 N -1.6333 -0.0968 3.0666  -0.0001
31 N -1.0629 0.4905 1.9943  0.0044
32 C -1.5715 1.7380 1.9422  0.0105
33 C -0.9717 2.5601 0.8345  0.0009
34 O -0.6482 3.6798 0.8394  -0.0040
35 O -0.6424 1.7324 -0.2542  -0.0490
36 H -4.3337 2.5355 4.5903  0.0000
37 H -3.0121 0.4358 4.5643  0.0007
38 H -1.3986 -1.0354 3.3527  -0.0001
39 C 2.8125 2.7465 -0.1794  0.0018
40 N 3.1638 2.4243 1.2175  0.0256
41 C 4.2109 3.2439 1.8835  0.0026
42 C 2.5572 1.4905 1.8673  0.0030
43 C 2.8865 1.1673 3.2817  0.0004
44 O 1.6032 0.7864 1.2808  0.0791
45 H 3.4631 3.5439 -0.5210  0.0000
46 H 1.7833 3.0852 -0.2470  0.0007
47 H 2.9833 1.8722 -0.8086  0.0008
48 H 4.7566 3.7821 1.1164  0.0000
49 H 4.9033 2.6057 2.4238  0.0006
50 H 3.7460 3.9579 2.5607  0.0015
51 H 2.8734 2.0703 3.8927  -0.0004
52 H 3.8908 0.7430 3.3509  0.0003
53 H 2.1727 0.4510 3.6769  0.0000

***

A molecular structure, C15H27Br12N3O2. Source: OMol25; level of theory: the ωB97M-V functional and the def2-TZVPD basis.

HOMO, eV: -9.10
2S+1: 1
LUMO energy, eV: 0.00

Last column: natural (NBO) charge in e.
Cartesian coordinates (Å):
1 C 2.2898 3.5007 0.1699  -0.6524
2 C 2.8048 2.7019 -1.0219  -0.0568
3 O 1.8279 1.8481 -1.5861  -0.5529
4 C 1.4406 0.7883 -0.7402  -0.0765
5 C 0.2471 0.0653 -1.3379  -0.0863
6 N 0.6173 -0.3369 -2.6942  -0.8624
7 C -1.0919 0.8202 -1.1947  0.1151
8 C -1.7632 0.4415 0.1228  -0.4866
9 C -3.1947 0.8837 0.2694  0.3356
10 C -3.4867 2.3614 0.3794  -0.6949
11 N -4.0790 -0.0261 0.3188  -0.6385
12 O -0.9341 2.2295 -1.2309  -0.5590
13 C -1.3070 2.8496 -2.4419  -0.0407
14 C -1.1955 4.3515 -2.2450  -0.4901
15 C -1.7552 5.1014 -3.4141  0.1435
16 N -1.0086 5.7403 -4.2112  -0.6045
17 H 2.8649 4.4184 0.2903  0.2177
18 H 1.2328 3.7291 0.0273  0.2231
19 H 2.3767 2.9458 1.1053  0.2034
20 H 3.0925 3.3778 -1.8268  0.1882
21 H 3.7028 2.1299 -0.7520  0.1635
22 H 1.2132 1.1222 0.2775  0.1801
23 H 2.2371 0.0365 -0.6826  0.1795
24 H 0.1354 -0.8452 -0.7417  0.1989
25 H 1.1443 0.4015 -3.1454  0.3804
26 H -0.1823 -0.5764 -3.2646  0.3652
27 H -1.7394 0.5032 -2.0250  0.1717
28 H -1.1733 0.9017 0.9256  0.2193
29 H -1.7263 -0.6385 0.2468  0.2371
30 H -4.3100 2.5319 1.0729  0.2226
31 H -3.7698 2.7552 -0.5997  0.2273
32 H -2.6108 2.9202 0.7010  0.2322
33 H -5.0120 0.3712 0.4392  0.3298
34 H -2.3338 2.5633 -2.7135  0.1589
35 H -0.6322 2.5401 -3.2485  0.1808
36 H -1.7394 4.6209 -1.3347  0.2185
37 H -0.1509 4.6289 -2.1066  0.2319
38 H -2.8451 5.0593 -3.5404  0.1449
39 H -1.5556 6.1816 -4.9494  0.3355
40 C -1.2583 -3.5812 3.0918  -0.5075
41 Br -1.9646 -3.9827 4.8331  0.0897
42 Br -2.3256 -2.2823 2.1668  0.1150
43 Br 0.5865 -3.0261 3.2045  0.0722
44 H -1.2786 -4.4927 2.5117  0.2250
45 C -2.2155 -3.2093 9.2620  -0.5033
46 Br -3.3367 -4.2179 8.0678  0.0934
47 Br -0.4198 -3.0798 8.5944  0.0998
48 Br -2.9622 -1.4789 9.6317  0.0950
49 H -2.1765 -3.7506 10.1961  0.2260
50 C 2.6454 -2.8969 -2.0118  -0.5090
51 Br 1.6194 -4.3159 -2.8018  0.0842
52 Br 2.2425 -2.7103 -0.1405  0.0722
53 Br 4.5288 -3.1367 -2.2981  0.0862
54 H 2.3354 -1.9757 -2.4901  0.2588
55 C 5.3075 -7.4503 -0.9287  -0.5030
56 Br 4.5306 -8.5395 -2.3088  0.0897
57 Br 6.8490 -6.4952 -1.5723  0.0868
58 Br 4.0143 -6.2623 -0.1569  0.1014
59 H 5.6479 -8.1148 -0.1480  0.2243

***

In eV/Å, the maximum force values for the records above are, in order, 2.60, 6.20, 1.07, 1.27, 0.36.